Below is a single C3H4N2O molecule at a distorted geometry, with properties calculated with the ωB97M-V functional and the def2-TZVPD basis.

Properties
HOMO-LUMO gap   9.19 eV
F_max   8.92 eV Å⁻¹
LUMO energy   0.85 eV
Total charge   0
SMILES   Nc1ncco1
Relative energy (zero: lowest compared OMol25 entry of this formula, charge and spin)   60.6 kcal per mole

Geometry (Å):
1 N -1.93573 -0.06156 -0.14284
2 C -0.57287 -0.23903 0.03094
3 N 0.05725 0.95008 -0.05915
4 C 1.33742 0.69200 -0.10342
5 C 1.49630 -0.58413 -0.14645
6 O 0.20962 -1.19738 -0.07715
7 H -2.49162 -0.67655 0.41810
8 H -2.27884 0.99516 -0.28774
9 H 2.04322 1.52981 0.29955
10 H 2.13525 -1.40841 0.06815

Atoms 1-2, force components in eV/Å:
N -1.035 0.475 -0.273
C -2.037 8.483 -1.878

***

Below is C7H9IN3O as an isolated structure at a distorted geometry, with properties calculated with the ωB97M-V functional and the def2-TZVPD basis.

Properties
HOMO-LUMO gap (alpha / beta)   8.56 / 5.02 eV
F_max   1.67 eV Å⁻¹
LUMO energy (alpha / beta)   -3.93 / -7.55 eV
Total charge   +1
Spin multiplicity   3

Geometry (Å):
1 C -1.90700 -2.91106 0.19395
2 C -0.76640 -2.93219 -0.59391
3 C -2.38039 -1.70917 0.70178
4 C -0.10808 -1.75138 -0.89298
5 C -1.72955 -0.52629 0.40081
6 C -0.60380 -0.53718 -0.42075
7 C 0.03515 0.75390 -0.82351
8 N 0.81700 1.33587 0.27462
9 N 2.91991 3.40405 1.55388
10 N 1.57102 2.32188 0.11811
11 O 1.75354 2.91507 -0.91035
12 I 3.47932 4.67451 0.24543
13 H -2.42767 -3.83004 0.41225
14 H -0.39522 -3.86862 -0.98086
15 H -3.26300 -1.69729 1.32234
16 H 0.77720 -1.77241 -1.51220
17 H -2.10989 0.40941 0.78610
18 H 0.71213 0.62562 -1.67488
19 H -0.72213 1.49538 -1.11312
20 H 0.73315 0.92928 1.20423
21 H 3.61469 2.67067 1.70906

Atoms 1-2, force components in eV/Å:
C 0.042 0.093 0.001
C -0.024 -0.017 0.069

***

Below is C34H34N4O5PSW as an isolated structure, with properties calculated with the ωB97M-V functional and the def2-TZVPD basis.

Properties
HOMO-LUMO gap (alpha / beta)   6.81 / 6.64 eV
F_max   0.97 eV Å⁻¹
LUMO energy (alpha / beta)   -3.20 / -3.36 eV
Total charge   +1
Spin multiplicity   3
Relative energy (zero: lowest compared OMol25 entry of this formula, charge and spin)   22.9 kcal per mole

Geometry (Å):
1 W -0.57188 -0.18249 -0.20636
2 O -1.79902 3.53668 1.06058
3 C -1.34210 2.62154 0.42718
4 N -0.46301 1.62193 0.84231
5 C 0.40344 1.83774 1.89510
6 O 0.46892 2.80330 2.61570
7 C 1.36052 0.68352 2.02933
8 C 2.36350 0.67209 2.97853
9 C 3.22747 -0.41075 3.00001
10 C 3.05390 -1.44028 2.08456
11 C 2.01778 -1.35808 1.17216
12 N 1.19504 -0.30825 1.15483
13 C -1.57648 2.49616 -1.06304
14 C -2.07581 3.53893 -1.81122
15 C -2.04516 3.42110 -3.19486
16 C -1.47230 2.30000 -3.77289
17 C -0.99316 1.29586 -2.94704
18 N -1.08644 1.38517 -1.61884
19 H 2.45278 1.51390 3.65000
20 H 4.03442 -0.45139 3.71774
21 H 3.71005 -2.29693 2.05931
22 H 1.83518 -2.14717 0.45527
23 H -2.44901 4.41285 -1.29977
24 H -2.42828 4.21695 -3.81654
25 H -1.37337 2.19774 -4.84280
26 H -0.48549 0.42536 -3.33284
27 O 3.03347 -1.03509 -1.79467
28 C 1.84408 -0.97603 -1.94156
29 O 1.10124 -0.00224 -1.41352
30 C 1.04160 -1.97009 -2.74727
31 P -0.50649 -2.38267 -1.87411
32 C -0.18692 -3.88843 -0.92200
33 C -1.27153 -4.61488 -0.43265
34 C -1.07224 -5.79453 0.26340
35 C 0.21743 -6.25358 0.49823
36 C 1.30253 -5.53087 0.02696
37 C 1.10424 -4.35727 -0.69029
38 C -1.53122 -2.99746 -3.26984
39 C -1.92468 -2.10940 -4.27348
40 C -2.62715 -2.54264 -5.38214
41 C -2.95451 -3.88747 -5.51090
42 C -2.56704 -4.77814 -4.52758
43 C -1.85672 -4.33922 -3.41532
44 H 1.61949 -2.85059 -3.02982
45 H 0.73498 -1.47385 -3.67156
46 H -2.28535 -4.27385 -0.61556
47 H -1.92298 -6.35316 0.62878
48 H 0.37376 -7.17315 1.04223
49 H 2.30819 -5.88977 0.19317
50 H 1.96667 -3.82086 -1.06019
51 H -1.69945 -1.05730 -4.20073
52 H -2.92151 -1.83288 -6.14098
53 H -3.50674 -4.23217 -6.37272
54 H -2.80717 -5.82761 -4.61723
55 H -1.55433 -5.07029 -2.67626
56 C -1.15299 -2.37366 3.83145
57 S -1.39884 -2.85233 2.14773
58 C -3.15979 -2.66324 2.00412
59 O -0.77083 -1.75346 1.31712
60 H -1.61343 -1.41051 4.02224
61 H -0.07780 -2.33881 3.99274
62 H -1.59109 -3.14744 4.45826
63 H -3.61574 -3.56853 2.39833
64 H -3.37144 -2.56242 0.93964
65 H -3.50213 -1.77234 2.52223
66 C -3.63982 -0.86054 -1.93331
67 C -3.72446 -0.32678 -0.54943
68 C -4.87732 -0.04619 0.12096
69 C -4.51125 0.35921 1.42725
70 C -3.15268 0.31579 1.51400
71 C -2.39401 0.60226 2.77054
72 N -2.62304 -0.10604 0.27798
73 H -2.88615 -0.35626 -2.54624
74 H -3.41473 -1.93137 -1.97219
75 H -4.59616 -0.71731 -2.43292
76 H -5.86722 -0.13334 -0.29150
77 H -5.16947 0.63290 2.23462
78 H -3.01683 0.31447 3.62122
79 H -2.15803 1.65980 2.89204
80 H -1.45817 0.04228 2.84740

Atoms 1-2, force components in eV/Å:
W 0.428 -0.674 0.557
O 0.170 -0.314 -0.080

***

Question: Which of these has the highest F_max?
Answer: C3H4N2O